Record 1
{"formula": "CH3NS2", "method": "ωB97M-V with the def2-TZVPD basis set", "elements": ["C", "N", "S", "S", "H", "H", "H"], "coordinates": [[-0.7447, 0.0483, -0.1419], [0.6254, -0.1481, -0.4924], [1.9175, -1.1365, 0.2481], [1.7851, 0.9133, 0.2490], [-0.9531, 0.9944, -0.5014], [-1.3186, -0.7586, -0.6039], [-1.3115, 0.0871, 1.2425]], "lowdin_charge": [-0.27, -0.89, 0.45, 0.45, 0.02, 0.06, 0.18], "orbital_gap_ev": 8.32, "e_tot_ev": -24242.580, "homo_energy_ev": -8.7157, "de_lowest_kj_mol": 341.1, "lumo_ev": -0.39}

---

Record 2
{"formula": "C27H34GeN5O2PtS", "method": "ωB97M-V with the def2-TZVPD basis set", "elements": ["Pt", "O", "N", "O", "S", "C", "N", "C", "C", "N", "H", "H", "H", "H", "H", "H", "C", "C", "C", "C", "C", "C", "Ge", "C", "C", "C", "C", "C", "C", "C", "C", "C", "C", "C", "C", "H", "H", "H", "H", "H", "H", "H", "H", "H", "H", "H", "H", "H", "H", "H", "C", "C", "N", "C", "C", "N", "C", "C", "H", "H", "H", "H", "H", "H", "H", "H", "H", "H", "H", "H", "H"], "coordinates": [[-0.5991, -0.4323, -1.0418], [-3.6326, -2.1596, 0.5892], [-3.5223, -1.4960, -0.4007], [-2.8931, -0.4640, -0.5932], [-1.0170, -0.3004, -3.3854], [-2.6973, 0.0115, -3.4117], [-3.6476, -0.9094, -3.4829], [-4.9772, -0.3181, -3.5326], [-4.6717, 1.1956, -3.5700], [-3.2212, 1.2264, -3.4612], [-3.4861, -1.9037, -3.5273], [-5.5498, -0.6001, -2.6440], [-5.5148, -0.6599, -4.4201], [-5.1239, 1.7381, -2.7360], [-4.9900, 1.6618, -4.5074], [-2.6869, 2.0804, -3.4444], [-1.0415, -4.3687, 2.9040], [-0.8366, -3.3356, 3.8027], [-0.6669, -2.0369, 3.3469], [-0.6788, -1.7843, 1.9854], [-0.8561, -2.8240, 1.0850], [-1.0555, -4.1165, 1.5424], [-0.4371, 0.1071, 1.3413], [1.4219, 0.6892, 1.8356], [2.3222, -0.1910, 2.4295], [3.6142, 0.2176, 2.7229], [4.0243, 1.5048, 2.4107], [3.1412, 2.3836, 1.7999], [1.8483, 1.9751, 1.5174], [-1.6892, 1.2940, 2.3148], [-1.2330, 2.3643, 3.0828], [-2.1295, 3.2376, 3.6706], [-3.4931, 3.0637, 3.4874], [-3.9590, 1.9712, 2.7725], [-3.0626, 1.0879, 2.2048], [-1.1932, -5.3753, 3.2672], [-0.8251, -3.5307, 4.8643], [-0.5263, -1.2278, 4.0498], [-0.8391, -2.6202, 0.0028], [-1.2332, -4.9181, 0.8401], [2.0024, -1.1901, 2.6981], [4.2995, -0.4704, 3.1967], [5.0188, 1.8338, 2.6724], [3.4519, 3.3866, 1.5483], [1.1391, 2.6708, 1.0829], [-0.1711, 2.4968, 3.2353], [-1.7671, 4.0610, 4.2662], [-4.1906, 3.7666, 3.9153], [-5.0194, 1.8106, 2.6651], [-3.4347, 0.2182, 1.6824], [4.0888, -0.6785, -0.9627], [2.5906, -1.0425, -0.8757], [1.8342, -0.3231, -1.8899], [2.2789, -0.7514, -3.2096], [3.7925, -0.4750, -3.3711], [4.2734, 0.2030, -2.1408], [3.5297, 1.4674, -1.9337], [2.0358, 1.1152, -1.7714], [4.7023, -1.5722, -1.0851], [4.4173, -0.1428, -0.0672], [2.1995, -0.7881, 0.1109], [2.4398, -2.1106, -1.0364], [1.7011, -0.2147, -3.9623], [2.0655, -1.8131, -3.3283], [3.9919, 0.1682, -4.2306], [4.3573, -1.3992, -3.5016], [5.2701, 0.4143, -2.2425], [3.6935, 2.1167, -2.7945], [3.9162, 1.9634, -1.0401], [1.4365, 1.5978, -2.5453], [1.6705, 1.4443, -0.7960]], "mulliken_spin": [-0.28, 0.26, 0.43, 0.20, 0.03, -0.01, 0.00, 0.00, 0.00, 0.00, 0.00, 0.00, 0.00, 0.00, 0.00, 0.00, 0.00, 0.01, -0.01, 0.05, 0.07, 0.02, 0.20, 0.04, 0.00, 0.00, 0.01, 0.00, 0.02, 0.01, 0.00, 0.00, 0.01, 0.00, 0.02, 0.00, 0.00, 0.00, 0.00, 0.00, 0.00, 0.00, 0.00, 0.00, 0.00, 0.00, 0.00, 0.00, 0.00, 0.01, 0.00, 0.03, -0.07, 0.00, 0.00, 0.00, 0.00, 0.00, 0.00, 0.00, -0.02, 0.00, 0.00, 0.00, 0.00, 0.00, 0.00, 0.00, 0.00, 0.00, 0.00], "orbital_gap_ev": [6.29, 5.33], "e_tot_ev": -110675.403, "spin_multiplicity": 2, "charge": 2, "homo_energy_ev": [-13.0869, -13.3405], "de_lowest_kj_mol": 289.0, "lumo_ev": [-6.79, -8.01]}

---

Record 3
{"formula": "C17H37Cl4Cu3N2O9P", "method": "ωB97M-V with the def2-TZVPD basis set", "elements": ["Cu", "Cu", "Cu", "C", "O", "O", "O", "C", "O", "N", "C", "C", "H", "H", "H", "H", "H", "H", "H", "C", "O", "N", "C", "C", "H", "H", "H", "H", "H", "H", "H", "Cl", "C", "C", "Cl", "H", "H", "H", "H", "Cl", "C", "C", "Cl", "H", "H", "H", "H", "C", "C", "O", "P", "O", "O", "C", "C", "O", "C", "C", "H", "H", "H", "H", "H", "H", "H", "H", "H", "H", "H", "H", "H", "H", "H"], "coordinates": [[25.6816, 3.4577, -17.9987], [21.9476, 8.3751, -12.9565], [22.1617, 0.5344, -11.3810], [22.5957, 3.9265, -14.4393], [23.0140, 4.8828, -15.0745], [23.0330, 2.7917, -14.6438], [21.9083, 4.1385, -13.4070], [17.5931, 3.0040, -7.7134], [18.4297, 2.1418, -7.4628], [16.3738, 3.0510, -7.0576], [15.3510, 4.0154, -7.4440], [16.1281, 2.1620, -5.9373], [17.6760, 3.8489, -8.4145], [14.3403, 3.6251, -7.5636], [15.6359, 4.4284, -8.4116], [15.2873, 4.7978, -6.6878], [15.1426, 1.6979, -5.8988], [16.9317, 1.4539, -5.7351], [16.2464, 2.7777, -5.0457], [17.4176, -2.8976, -14.3932], [18.3736, -2.5650, -13.6092], [16.8007, -2.0858, -15.2785], [15.4280, -2.3589, -15.7634], [17.3886, -0.7980, -15.5769], [16.9417, -3.8904, -14.3930], [15.2781, -3.4385, -15.7744], [15.1652, -1.9529, -16.7402], [14.7379, -1.9341, -15.0343], [18.4702, -0.7568, -15.4481], [17.1090, -0.6110, -16.6137], [16.8168, -0.0182, -15.0737], [25.2276, -4.3895, -18.4719], [24.1277, -3.4290, -17.4330], [24.1943, -3.9463, -16.0202], [23.4492, -5.5588, -15.8308], [23.0994, -3.5601, -17.7699], [24.4407, -2.3869, -17.3683], [23.6635, -3.2189, -15.4059], [25.2031, -3.8512, -15.6182], [30.1633, 4.6213, -12.6920], [28.5329, 5.0062, -12.1665], [28.3830, 5.6537, -10.7596], [28.9227, 4.5100, -9.5291], [28.0056, 4.0577, -12.2685], [28.1735, 5.7953, -12.8269], [27.3325, 5.8361, -10.5331], [28.8869, 6.5945, -10.5378], [20.7028, 9.7574, -19.3491], [19.2092, 9.7029, -18.9807], [18.5591, 11.0453, -18.9897], [18.3285, 11.9342, -17.6184], [18.8045, 11.3227, -16.3367], [16.7097, 12.0547, -17.5839], [16.0762, 12.9848, -16.7129], [14.5571, 12.5981, -16.7025], [18.8268, 13.4275, -17.9423], [20.2075, 13.7549, -17.8766], [20.8569, 13.6698, -19.3019], [20.8346, 10.3125, -20.2779], [21.2197, 10.2527, -18.5271], [21.1601, 8.7684, -19.3184], [18.6659, 9.0194, -19.6331], [19.2306, 9.3837, -17.9387], [16.5443, 12.9247, -15.7303], [16.0970, 14.0098, -17.0831], [14.3553, 11.5956, -16.3251], [13.9979, 13.1687, -15.9611], [14.0926, 12.8030, -17.6671], [20.2720, 14.8074, -17.6004], [20.6524, 13.1873, -17.0593], [21.6935, 14.3649, -19.3731], [21.3331, 12.7103, -19.5034], [20.1475, 13.7785, -20.1223]], "lowdin_charge": [0.63, 0.68, 0.80, -1.11, 0.01, 0.00, -0.02, -0.31, -0.01, -0.20, -0.06, -0.05, 0.13, 0.09, 0.08, 0.09, 0.09, 0.08, 0.09, -0.30, -0.07, -0.21, -0.03, -0.05, 0.13, 0.08, 0.09, 0.09, 0.09, 0.08, 0.09, 0.53, -0.66, -0.70, 0.55, 0.07, 0.07, 0.07, 0.07, 0.55, -0.69, -0.65, 0.54, 0.06, 0.06, 0.06, 0.07, -0.08, -0.22, -0.20, 0.49, -0.28, -0.20, -0.26, -0.07, -0.19, -0.24, -0.05, 0.07, 0.07, 0.08, 0.12, 0.09, 0.11, 0.11, 0.07, 0.07, 0.08, 0.11, 0.11, 0.07, 0.05, 0.08], "orbital_gap_ev": 2.62, "e_tot_ev": -232918.136, "charge": 1, "homo_energy_ev": -8.0948, "de_lowest_kj_mol": 1271.0, "lumo_ev": -5.47}

---

Record 4
{"formula": "C22H41AsO2PdS3Si2", "method": "ωB97M-V with the def2-TZVPD basis set", "elements": ["Pd", "C", "C", "S", "C", "C", "S", "C", "C", "S", "H", "H", "H", "H", "H", "H", "H", "H", "H", "H", "H", "H", "C", "Si", "C", "C", "As", "Si", "C", "C", "C", "H", "H", "H", "H", "H", "H", "H", "H", "H", "H", "H", "H", "H", "H", "H", "H", "H", "H", "C", "C", "C", "C", "C", "C", "C", "C", "C", "C", "O", "O", "H", "H", "H", "H", "H", "H", "H", "H", "H", "H", "H"], "coordinates": [[-0.4077, 1.3522, 0.1247], [3.5079, 3.0303, -0.1715], [2.5158, 3.9724, 0.5274], [0.7536, 3.5419, 0.3121], [0.2310, 3.7012, 2.0445], [0.8810, 2.7231, 3.0251], [0.8043, 0.9868, 2.4904], [2.5285, 0.5021, 2.7269], [3.6030, 1.1707, 1.8786], [3.2892, 1.2635, 0.0896], [4.5245, 3.3279, 0.1055], [3.4303, 3.1510, -1.2549], [2.6509, 4.9838, 0.1354], [2.7300, 4.0114, 1.5945], [-0.8414, 3.5128, 1.9935], [0.3896, 4.7274, 2.3925], [0.3791, 2.8317, 3.9897], [1.9305, 2.9719, 3.1853], [2.5284, -0.5614, 2.4913], [2.7892, 0.6369, 3.7823], [4.5227, 0.6024, 2.0268], [3.7897, 2.1893, 2.2306], [-5.7249, 1.0435, 0.5390], [-3.9167, 1.5461, 0.8716], [-3.8829, 3.3653, 0.3686], [-3.8306, 1.5978, 2.7647], [-2.4250, 0.0317, 0.0141], [-1.7373, 1.3650, -1.9342], [-3.2446, 1.0640, -3.0866], [-1.5604, 3.2558, -2.2820], [-0.3524, 0.5463, -2.9536], [-6.4356, 1.6736, 1.0904], [-5.8800, 0.0011, 0.8373], [-5.9506, 1.1106, -0.5299], [-4.6561, 3.9085, 0.9263], [-4.0805, 3.4777, -0.7015], [-2.9130, 3.8278, 0.5669], [-4.6820, 2.1463, 3.1888], [-2.9011, 2.0628, 3.1083], [-3.8378, 0.5758, 3.1563], [-4.1057, 1.6479, -2.7363], [-3.5349, 0.0107, -3.0814], [-3.0154, 1.3762, -4.1182], [-1.8112, 3.8809, -1.4265], [-2.1916, 3.5610, -3.1273], [-0.5159, 3.4670, -2.5362], [-0.5560, -0.5165, -3.1148], [0.6053, 0.6001, -2.4288], [-0.2668, 1.0440, -3.9295], [1.0915, -7.5480, -1.4459], [1.3267, -6.1025, -1.0832], [0.4778, -5.4331, -0.2125], [0.6856, -4.0985, 0.1359], [-0.2743, -3.3850, 1.0513], [1.7881, -3.4231, -0.3843], [2.6508, -4.0756, -1.2672], [3.8279, -3.3355, -1.8460], [2.4079, -5.4019, -1.6089], [2.0352, -1.9658, 0.0048], [3.0687, -1.7529, 0.6940], [1.1817, -1.1531, -0.3817], [0.0993, -7.8745, -1.1282], [1.8239, -8.2077, -0.9699], [1.1662, -7.7074, -2.5248], [-0.3870, -5.9527, 0.1938], [-1.1197, -4.0265, 1.3091], [-0.6511, -2.4676, 0.5941], [0.2281, -3.0872, 1.9766], [3.4967, -2.4400, -2.3777], [4.3831, -3.9699, -2.5404], [4.4882, -2.9922, -1.0477], [3.0783, -5.8995, -2.3067]], "lowdin_charge": [-0.07, -0.57, -0.52, 0.81, -0.54, -0.53, 0.82, -0.54, -0.52, 0.87, 0.06, 0.06, 0.06, 0.05, 0.04, 0.07, 0.06, 0.05, 0.04, 0.07, 0.07, 0.05, -0.27, 0.05, -0.25, -0.27, 0.60, 0.07, -0.31, -0.27, -0.25, 0.00, 0.00, 0.00, 0.01, 0.01, 0.00, 0.01, 0.00, 0.01, 0.00, -0.01, 0.00, -0.03, 0.00, 0.00, 0.02, -0.01, 0.01, -0.08, -0.30, -0.03, -0.20, -0.04, -0.06, -0.21, -0.05, -0.04, -0.68, -0.08, -0.06, 0.06, 0.07, 0.07, 0.10, 0.07, 0.03, 0.09, 0.09, 0.06, 0.07, 0.10], "orbital_gap_ev": 4.12, "e_tot_ev": -140157.067, "charge": -2, "homo_energy_ev": 0.0599, "lumo_ev": 4.18}